No. 1
11
Properties=species:S:1:pos:R:3:nbo_charge:R:1 method="wB97M-V/def2-TZVPD" e_tot_ha=-426.8846 gap_ev=9.3 homo_ev=-9.5999 smiles="[H]/N=c1/nn[nH]nc1O" de_lowest_kj_mol=454.3
H 2.108 -1.525 0.570 0.34
N 1.273 -1.826 0.075 -0.59
C 0.461 -0.824 -0.254 0.27
N -0.783 -1.023 -1.065 -0.24
N -1.790 -0.290 -0.989 0.04
N -1.863 0.489 0.008 -0.20
N -0.782 1.119 0.413 -0.25
C 0.296 0.493 0.283 0.42
O 1.374 1.262 0.733 -0.68
H -2.645 1.215 -0.280 0.39
H 2.350 0.910 0.505 0.50

---

No. 2
10
Properties=species:S:1:pos:R:3:nbo_charge:R:1 method="wB97M-V/def2-TZVPD" e_tot_ha=-134.9945 gap_ev=8.6 homo_ev=-8.3788 smiles="C=N.C" de_lowest_kj_mol=395.1
C 2.021 0.042 0.022 0.09
N 0.774 -0.231 0.214 -0.75
H 2.615 0.417 0.879 0.13
H 2.589 -0.177 -0.903 0.13
H 0.818 0.860 -0.040 0.40
C -2.285 0.020 -0.132 -0.85
H -3.003 -0.044 0.680 0.21
H -1.958 -0.933 -0.527 0.22
H -2.653 0.721 -0.888 0.20
H -1.380 0.539 0.160 0.22

---

No. 3
12
Properties=species:S:1:pos:R:3:nbo_charge:R:1 method="wB97M-V/def2-TZVPD" e_tot_ha=-247.8814 gap_ev=12.4 total_charge=+1 homo_ev=-15.8189 de_lowest_kj_mol=12.6
O 1.228 0.797 1.722 -0.97
H 0.752 0.666 0.092 0.48
H 1.860 1.380 2.134 0.51
H 0.838 0.314 2.473 0.51
N 0.407 0.471 -0.880 -0.70
C -0.359 -0.838 -0.883 0.10
O -1.573 -0.559 -0.230 -0.71
H -0.230 1.145 -1.175 0.44
H 1.236 0.411 -1.523 0.45
H 0.290 -1.606 -0.316 0.19
H -0.491 -1.158 -1.908 0.20
H -2.185 -1.323 -0.249 0.52

---

No. 4
117
Properties=species:S:1:pos:R:3:mulliken_charge:R:1 method="wB97M-V/def2-TZVPD" e_tot_ha=-5617.5893 gap_ev=5.9 total_charge=+2 homo_ev=-12.0406 de_lowest_kj_mol=0.0
Ti -0.045 -0.337 -0.912 -0.66
C -3.988 3.402 0.925 -0.59
C -4.540 2.129 0.991 -0.77
C -3.721 1.014 0.946 -0.09
C -2.349 1.193 0.822 -0.42
C -1.785 2.458 0.747 0.50
C -2.613 3.566 0.814 -0.93
N -1.491 0.049 0.723 1.74
N -1.763 -0.888 1.497 -1.03
C -0.973 -2.030 1.293 -0.57
C -1.243 -3.161 2.047 -0.03
C -0.487 -4.304 1.820 -0.92
C 0.503 -4.299 0.848 -0.36
C 0.752 -3.156 0.085 -0.30
C 0.016 -2.001 0.298 1.30
H -4.633 4.270 0.960 0.45
H -5.610 2.005 1.074 0.42
H -4.130 0.013 0.990 0.48
H -0.712 2.563 0.664 0.07
H -2.190 4.561 0.789 0.47
H -2.029 -3.133 2.791 0.57
H -0.676 -5.200 2.395 0.47
H 1.089 -5.192 0.678 0.53
H 1.519 -3.186 -0.680 0.41
C 2.469 1.247 0.725 -0.48
C 3.829 0.644 0.393 1.03
C 4.922 1.684 0.508 -1.85
O 3.946 0.038 -0.948 -0.45
P 2.940 0.000 -2.136 0.26
O 1.678 -0.739 -1.739 0.20
C 2.620 1.685 -2.712 -0.53
P 0.865 2.106 -2.739 -0.31
O 0.267 1.603 -1.439 -0.27
O 0.714 3.618 -2.991 -0.10
C 1.279 4.780 -2.262 0.74
C 0.629 4.893 -0.905 -1.11
C 1.032 5.970 -3.155 -1.60
O 0.209 1.371 -3.928 0.10
C 0.524 1.668 -5.362 0.54
C -0.464 2.693 -5.859 -1.04
C 0.470 0.340 -6.073 -1.15
O 3.651 -0.657 -3.331 -0.17
C 4.067 -2.101 -3.313 1.13
C 3.380 -2.752 -4.486 -1.43
C 5.573 -2.123 -3.366 -1.44
H 2.579 1.711 1.710 0.86
H 1.350 -0.084 1.673 -1.15
H 2.208 2.044 0.027 -0.57
H 4.026 -0.190 1.065 -0.09
H 4.731 2.539 -0.144 0.32
H 5.884 1.253 0.241 0.44
H 4.982 2.047 1.534 0.47
H 3.042 1.768 -3.716 0.67
H 3.162 2.385 -2.074 0.47
H 2.353 4.592 -2.171 0.18
H -0.443 5.058 -1.015 0.28
H 1.060 5.742 -0.375 0.54
H 0.784 3.999 -0.301 0.13
H -0.038 6.123 -3.289 0.34
H 1.498 5.835 -4.130 0.39
H 1.455 6.861 -2.693 0.48
H 1.539 2.077 -5.380 0.40
H -1.480 2.331 -5.717 -0.03
H -0.303 2.855 -6.925 0.54
H -0.355 3.644 -5.341 0.12
H -0.529 -0.090 -6.000 0.15
H 1.188 -0.363 -5.648 0.16
H 0.710 0.485 -7.126 0.50
H 3.701 -2.517 -2.372 -0.03
H 3.699 -2.286 -5.419 0.34
H 2.296 -2.679 -4.398 0.30
H 3.651 -3.807 -4.521 0.47
H 5.929 -1.655 -4.283 0.33
H 5.915 -3.158 -3.355 0.43
H 6.007 -1.608 -2.510 0.33
O 1.383 0.325 0.766 1.71
S 1.228 -0.968 3.595 -0.05
C 2.126 -0.020 4.811 0.69
C 1.433 0.497 5.896 -0.28
C 2.111 1.260 6.840 -0.63
C 3.471 1.489 6.704 -0.46
C 4.163 0.960 5.620 -0.82
C 3.490 0.213 4.667 -0.29
C 2.173 -2.479 3.560 0.36
C 2.997 -2.777 2.484 0.65
C 3.708 -3.969 2.463 -0.82
C 3.593 -4.861 3.518 -0.59
C 2.763 -4.565 4.592 -0.75
C 2.047 -3.378 4.613 -0.87
H 0.375 0.301 6.004 0.47
H 1.575 1.663 7.688 0.41
H 3.997 2.072 7.447 0.41
H 5.227 1.127 5.523 0.42
H 4.028 -0.223 3.832 0.36
H 3.062 -2.089 1.651 -0.04
H 4.354 -4.199 1.625 0.48
H 4.151 -5.788 3.507 0.43
H 2.673 -5.260 5.415 0.45
H 1.397 -3.144 5.446 0.50
S -4.386 2.902 -4.428 -0.16
C -3.594 1.517 -4.080 0.08
S -2.986 1.148 -2.474 0.07
C -2.346 -0.352 -3.066 0.27
N -2.574 -0.578 -4.305 -0.68
N -3.273 0.448 -4.876 0.85
C -3.733 0.219 -6.221 0.50
C -3.738 1.239 -7.160 -0.25
C -4.176 0.965 -8.447 -0.95
C -4.601 -0.309 -8.790 -0.46
C -4.592 -1.320 -7.840 -0.64
C -4.160 -1.061 -6.550 -0.31
S -1.530 -1.564 -2.072 -0.55
H -3.432 2.238 -6.893 0.27
H -4.190 1.758 -9.182 0.39
H -4.947 -0.512 -9.795 0.41
H -4.930 -2.314 -8.099 0.39
H -4.150 -1.843 -5.804 0.46

---

No. 5
81
Properties=species:S:1:pos:R:3:mulliken_charge:R:1 method="wB97M-V/def2-TZVPD" e_tot_ha=-2169.7338 gap_ev=7.1 total_charge=-1 homo_ev=-4.4552 de_lowest_kj_mol=18.4
Pt 0.306 0.410 0.392 2.46
N -1.381 0.928 -0.791 -0.74
C -2.433 0.231 -1.588 -0.46
C -3.673 -0.088 -0.780 -0.87
C -3.599 -1.420 -0.004 0.34
O -4.545 -1.684 0.753 -0.78
O -2.604 -2.139 -0.292 -0.46
H -1.852 1.553 -0.138 0.08
H -0.917 1.570 -1.429 -0.35
H -2.007 -0.682 -1.997 0.27
H -2.688 0.908 -2.409 0.53
H -4.545 -0.140 -1.436 0.36
H -3.887 0.716 -0.068 0.24
O 1.906 1.642 2.342 -0.85
N 1.820 0.498 1.772 0.81
C 2.591 -0.440 2.228 -0.99
C 2.653 -1.850 1.888 0.97
C 3.793 -2.520 2.368 -1.09
C 3.972 -3.874 2.192 -0.65
C 3.001 -4.613 1.526 -0.84
C 1.877 -3.969 1.047 -0.29
C 1.681 -2.595 1.217 0.89
P 0.113 -1.869 0.577 -1.75
C 0.138 -2.767 -1.023 1.06
C 1.213 -2.403 -1.835 -0.64
C 1.432 -3.033 -3.049 -0.81
C 0.585 -4.054 -3.460 -0.64
C -0.483 -4.423 -2.654 -0.79
C -0.716 -3.779 -1.445 -0.08
C -1.014 -2.526 1.843 1.23
C -1.422 -3.852 1.951 -0.15
C -2.194 -4.255 3.024 -0.79
C -2.563 -3.344 4.008 -0.57
C -2.158 -2.025 3.907 -0.74
C -1.386 -1.616 2.826 -0.28
H 1.016 2.733 1.062 0.14
H 3.269 -0.097 3.002 0.38
H 4.546 -1.940 2.890 0.42
H 4.865 -4.356 2.571 0.38
H 3.120 -5.679 1.380 0.42
H 1.130 -4.546 0.518 0.22
H 1.884 -1.613 -1.514 0.55
H 2.264 -2.727 -3.671 0.42
H 0.754 -4.556 -4.405 0.38
H -1.157 -5.209 -2.972 0.42
H -1.586 -4.024 -0.854 0.35
H -1.161 -4.572 1.187 0.12
H -2.527 -5.284 3.086 0.39
H -3.179 -3.662 4.839 0.35
H -2.452 -1.303 4.657 0.41
H -1.083 -0.579 2.737 0.21
C 2.837 2.092 -1.963 -1.73
C 1.515 2.185 -2.733 0.41
C 0.962 0.786 -3.032 -1.00
C 0.516 3.187 -2.142 0.54
C -0.061 4.077 -3.049 -0.57
C -0.818 5.159 -2.646 -1.41
C -0.983 5.372 -1.284 -0.78
C -0.472 4.503 -0.335 0.94
C -0.761 4.808 1.130 0.26
C -1.581 3.724 1.843 -1.19
C 0.485 5.190 1.947 -1.46
C 0.256 3.346 -0.750 -0.06
N 0.666 2.405 0.155 0.10
H 3.566 1.544 -2.567 0.48
H 2.717 1.585 -1.009 0.15
H 3.239 3.087 -1.761 0.42
H 1.770 2.620 -3.705 0.61
H 0.617 0.286 -2.124 -0.07
H 1.741 0.160 -3.477 0.48
H 0.122 0.828 -3.731 0.31
H 0.133 3.927 -4.107 0.41
H -1.247 5.839 -3.372 0.35
H -1.549 6.235 -0.945 0.36
H -1.392 5.702 1.112 0.49
H -0.996 2.820 2.006 -0.01
H -2.472 3.471 1.260 0.24
H -1.919 4.091 2.815 0.54
H 1.095 4.330 2.220 0.23
H 0.183 5.672 2.881 0.46
H 1.113 5.890 1.392 0.32

---

No. 6
15
Properties=species:S:1:pos:R:3:nbo_charge:R:1 method="wB97M-V/def2-TZVPD" e_tot_ha=-324.9032 gap_ev=9.9 homo_ev=-9.0277 smiles="CC(=O)O.CN" de_lowest_kj_mol=182.3
C -1.878 1.022 1.978 -0.75
C -1.562 0.618 0.583 0.79
O -2.278 0.284 -0.325 -0.59
O -0.199 0.419 0.340 -0.71
H -2.968 1.182 1.935 0.24
H -1.412 2.022 2.182 0.24
H -1.725 0.501 2.908 0.26
H -0.275 0.057 -0.573 0.51
C 1.928 -1.132 -0.865 -0.45
N 1.464 -0.375 -2.016 -0.90
H 0.993 -1.521 -0.445 0.18
H 2.341 -0.725 0.045 0.22
H 2.578 -2.045 -0.916 0.18
H 1.872 0.539 -2.006 0.38
H 1.120 -0.847 -2.825 0.39

---

No. 7
62
Properties=species:S:1:pos:R:3:nbo_charge:R:1 method="wB97M-V/def2-TZVPD" e_tot_ha=-2990.9403 gap_ev=5.5 total_charge=+1 homo_ev=-10.3664
C -2.897 1.052 -1.446 -0.89
S -2.036 -0.481 -1.211 2.00
O -0.648 -0.236 -0.969 -0.87
O -2.826 -1.397 -0.456 -0.86
P -1.981 -1.392 -3.246 0.15
I -4.165 -1.602 -4.081 0.14
P -0.690 -0.475 -4.946 1.05
O -1.302 1.024 -4.806 -0.99
Cl 0.941 -0.259 -3.814 -0.17
H -3.913 0.932 -1.074 0.28
H -2.331 1.783 -0.866 0.29
H -2.879 1.327 -2.502 0.26
H -1.516 -2.674 -2.899 0.09
H -1.850 1.285 -5.562 0.53
C 3.613 6.751 -0.229 -0.25
O 3.171 5.647 0.534 -0.56
C 1.853 5.760 1.049 -0.07
C 0.935 4.743 0.403 -0.24
N 0.738 5.039 -1.005 -0.62
C 0.025 4.031 -1.766 -0.24
C 0.604 2.619 -1.839 -0.08
O 1.794 2.505 -2.594 -0.56
C 2.988 2.822 -1.894 -0.25
H 4.681 6.620 -0.393 0.20
H 3.113 6.818 -1.203 0.16
H 3.450 7.694 0.301 0.18
H 1.469 6.773 0.894 0.18
H 1.892 5.567 2.124 0.19
H -0.034 4.774 0.912 0.19
H 1.367 3.748 0.585 0.17
H 1.630 5.235 -1.439 0.36
H -0.087 4.397 -2.789 0.21
H -0.988 3.947 -1.349 0.17
H -0.138 1.997 -2.356 0.16
H 0.753 2.183 -0.842 0.17
H 2.944 2.471 -0.858 0.17
H 3.196 3.894 -1.886 0.17
H 3.805 2.316 -2.406 0.19
C -1.711 -6.771 3.811 -0.25
O -1.629 -6.474 2.431 -0.55
C -2.535 -5.483 1.974 -0.07
C -1.806 -4.217 1.576 -0.24
N -1.242 -3.536 2.726 -0.63
C -0.398 -2.392 2.418 -0.24
C 0.847 -2.609 1.561 -0.08
O 1.873 -3.344 2.193 -0.54
C 1.753 -4.751 2.122 -0.24
H -1.112 -7.663 3.981 0.20
H -1.324 -5.961 4.439 0.16
H -2.742 -6.974 4.114 0.17
H -3.284 -5.265 2.742 0.18
H -3.051 -5.884 1.097 0.18
H -2.520 -3.542 1.090 0.19
H -1.055 -4.495 0.821 0.16
H -0.739 -4.196 3.303 0.36
H -0.076 -1.948 3.363 0.21
H -1.018 -1.641 1.912 0.18
H 1.271 -1.624 1.348 0.19
H 0.598 -3.073 0.596 0.15
H 1.331 -5.068 1.162 0.16
H 1.129 -5.162 2.921 0.16
H 2.755 -5.166 2.221 0.20

---

No. 8
73
Properties=species:S:1:pos:R:3:mulliken_charge:R:1 method="wB97M-V/def2-TZVPD" e_tot_ha=-3597.9373 gap_ev=5.0 total_charge=-1 homo_ev=-2.8947
C 0.508 -2.125 -0.782 -0.66
P 0.572 -0.303 -0.393 -0.01
O -1.055 0.069 -0.155 -0.55
Ga 1.154 0.574 -2.546 0.25
N 2.633 -0.530 -3.123 -0.50
H -0.089 -2.291 -1.674 0.28
H 1.530 -2.406 -1.011 0.27
H 0.111 -2.699 0.049 -0.13
H -1.186 0.206 0.796 0.50
H -0.147 0.406 -3.509 -0.27
H 1.565 2.123 -2.451 -0.33
H 2.347 -1.320 -3.683 0.15
H 3.363 -0.012 -3.590 0.17
C -0.960 1.093 4.972 -1.25
C -0.240 0.982 3.647 0.79
O -0.815 0.638 2.646 -0.54
C 1.227 1.321 3.620 -1.02
H -2.004 0.818 4.838 0.28
H -0.510 0.426 5.708 0.41
H -0.902 2.118 5.342 0.28
H 1.774 0.664 4.299 0.33
H 1.378 2.356 3.932 0.31
H 1.603 1.184 2.607 0.25
C -2.351 4.297 3.556 -0.95
C -2.919 5.334 4.490 0.86
O -2.215 6.155 5.033 -0.57
C -4.411 5.305 4.716 -1.08
H -1.275 4.427 3.476 0.27
H -2.565 3.298 3.938 0.13
H -2.796 4.398 2.566 0.42
H -4.705 4.345 5.143 0.36
H -4.934 5.450 3.770 0.32
H -4.691 6.102 5.401 0.24
C 2.198 -5.591 -4.846 -1.18
C 2.146 -4.843 -3.535 0.81
O 1.979 -3.651 -3.483 -0.46
C 2.305 -5.637 -2.261 -0.96
H 2.054 -4.898 -5.669 0.26
H 3.172 -6.071 -4.957 0.28
H 1.425 -6.360 -4.881 0.38
H 3.260 -6.167 -2.247 0.37
H 1.496 -6.365 -2.171 0.25
H 2.262 -4.952 -1.417 0.18
C 5.072 -2.613 -6.524 -1.16
C 4.949 -4.057 -6.943 0.91
O 3.913 -4.501 -7.376 -0.55
C 6.173 -4.927 -6.777 -1.19
H 4.126 -2.104 -6.684 0.28
H 5.332 -2.550 -5.466 0.33
H 5.854 -2.121 -7.106 0.39
H 6.477 -4.948 -5.729 0.30
H 6.998 -4.529 -7.370 0.39
H 5.949 -5.939 -7.107 0.30
C -0.490 -5.575 1.370 -1.09
C -1.109 -6.043 0.076 0.93
O -0.807 -7.102 -0.424 -0.58
C -2.100 -5.112 -0.574 -0.93
H 0.210 -6.324 1.731 0.31
H 0.038 -4.634 1.206 0.25
H -1.266 -5.413 2.119 0.35
H -1.621 -4.156 -0.798 0.16
H -2.940 -4.930 0.099 0.35
H -2.466 -5.555 -1.496 0.30
C -3.635 9.545 4.836 -1.09
C -4.864 9.254 4.013 0.87
O -5.838 8.725 4.492 -0.55
C -4.821 9.652 2.557 -1.13
H -3.793 9.207 5.856 0.26
H -2.774 9.020 4.421 0.29
H -3.432 10.617 4.839 0.41
H -4.003 9.136 2.052 0.31
H -4.664 10.727 2.467 0.34
H -5.761 9.386 2.079 0.30

---

No. 9
10
Properties=species:S:1:pos:R:3:nbo_charge:R:1 method="wB97M-V/def2-TZVPD" e_tot_ha=-330.7383 gap_ev=8.8 homo_ev=-8.0544 smiles="[H]/N=N/N/N=N/N" de_lowest_kj_mol=263.2
H -3.733 0.179 0.759 0.36
N -2.835 0.296 0.291 -0.37
N -2.094 -0.616 0.143 0.09
N -0.800 0.034 -0.724 -0.39
N 0.447 -0.440 -0.612 -0.16
N 1.269 0.172 0.158 -0.02
N 2.516 -0.281 0.201 -0.60
H -0.930 1.103 -0.540 0.33
H 3.000 -0.856 -0.429 0.38
H 3.161 0.408 0.754 0.38